Entry from OMol25: a molecular structure, C40H30AsCrN2S3Sb at a distorted geometry (wB97M-V/def2-TZVPD).

```
78
Properties=species:S:1:pos:R:3:lowdin_charge:R:1
Cr 1.09147 0.14856 1.70504 -0.1551
S 3.36068 0.23921 1.37436 0.5384
C 3.57473 1.93042 0.81684 -0.7010
C 4.68826 2.19822 -0.01176 -0.2917
N 5.58441 2.37898 -0.70245 0.1831
C 2.69369 2.89552 1.15825 -0.7231
S 1.27208 2.58555 2.14274 0.6016
C 3.01615 4.26606 0.73192 -0.2564
N 3.21013 5.37742 0.47687 0.1570
C -3.93568 2.09848 -1.34253 -0.0790
C -4.45286 0.95178 -0.77892 -0.0856
C -3.78223 0.30757 0.25609 -0.0927
C -2.55721 0.80419 0.70835 -0.3873
C -2.09736 1.99939 0.19569 -0.1724
C -2.77732 2.66623 -0.80052 -0.0770
As -1.44686 0.24708 2.19601 1.2610
C -1.95559 1.56760 3.49836 -0.3914
C -3.16339 2.20944 3.36089 -0.0716
C -3.46229 3.27558 4.27073 -0.0644
C -2.58301 3.61809 5.25283 -0.0923
C -1.34563 3.00491 5.28192 -0.0750
C -0.97066 2.01976 4.39677 -0.1403
C -2.35474 -1.43513 2.76446 -0.3300
C -3.00019 -2.30845 1.93034 -0.1651
C -3.78747 -3.29248 2.41773 -0.0693
C -3.92068 -3.47841 3.81564 -0.0693
C -3.15200 -2.71119 4.69783 -0.0873
C -2.41560 -1.62369 4.18881 -0.0881
H -4.39161 2.55407 -2.22029 0.1073
H -5.34834 0.47270 -1.19733 0.1127
H -4.19592 -0.60788 0.65416 0.0868
H -1.03463 2.41891 0.44327 0.0964
H -2.26725 3.57409 -1.20575 0.1216
H -3.75929 2.12496 2.46248 0.0964
H -4.35682 3.94116 4.18354 0.1188
H -2.66061 4.45764 5.91623 0.1060
H -0.72781 3.25126 6.07935 0.0899
H -0.00127 1.62031 4.36105 0.0447
H -2.85908 -2.17258 0.88412 0.0828
H -4.33283 -3.93243 1.77778 0.0955
H -4.57839 -4.13030 4.31188 0.0830
H -3.21274 -2.96197 5.81176 0.1279
H -1.97241 -0.96698 4.94626 0.1005
S 0.63612 -1.95794 0.50141 0.1339
Sb 1.64050 -1.39031 -1.45212 1.3256
C 0.20947 -2.04744 -2.80267 -0.3864
C -1.10454 -1.95770 -2.37746 -0.1302
C -2.12610 -2.41179 -3.25445 -0.0649
C -1.76524 -2.91421 -4.47928 -0.0726
C -0.41313 -2.93938 -4.90359 -0.0468
C 0.56664 -2.40981 -4.07199 -0.1133
C 1.97460 0.60188 -2.10336 -0.3078
C 1.02618 1.57027 -1.78367 -0.1116
C 1.31007 2.91509 -2.13676 -0.0455
C 2.53408 3.23332 -2.78478 -0.0550
C 3.46490 2.24080 -3.06562 -0.0884
C 3.17221 0.93874 -2.74827 -0.1182
C 3.42566 -2.34765 -1.85295 -0.3523
C 3.91187 -3.05347 -0.76958 -0.1552
C 5.09462 -3.72673 -0.84402 -0.0683
C 5.91124 -3.58863 -1.97030 -0.0432
C 5.38398 -2.93323 -3.09373 -0.0720
C 4.15210 -2.31846 -3.02705 -0.1398
H -1.44647 -1.62547 -1.36200 0.0707
H -3.13971 -2.34639 -2.93671 0.0943
H -2.48248 -3.27177 -5.10911 0.0721
H -0.21959 -3.37303 -5.87174 0.1027
H 1.61238 -2.37367 -4.30913 0.0814
H 0.08186 1.34920 -1.41891 0.0573
H 0.64858 3.69948 -1.79072 0.1023
H 2.66872 4.28344 -3.00303 0.1065
H 4.39425 2.49354 -3.57078 0.1152
H 3.86418 0.21292 -3.00650 0.0577
H 3.34942 -3.13685 0.15116 0.0745
H 5.34285 -4.36531 -0.01655 0.1084
H 6.86438 -4.05397 -2.02162 0.0961
H 5.97949 -2.86378 -3.99375 0.1069
H 3.84514 -1.71532 -3.93117 0.1199
```

Properties
net charge = 0
spin multiplicity = 5
⟨S²⟩ = 6.040
E_HOMO (alpha / beta) = -7.3 / -7.5 eV
HOMO-LUMO gap (alpha / beta) = 7.31 / 7.43 eV
DFT total energy = -173248.1430 eV



Entry from OMol25: a molecular structure, C40H30Cl2NO5PPbS2 (wB97M-V/def2-TZVPD).

```
82
Properties=species:S:1:pos:R:3:lowdin_charge:R:1
Pb 0.41264 0.23474 0.01165 1.4096
Cl 2.18993 2.76008 7.57304 0.5745
C 2.10011 2.16173 5.92648 -0.6903
C 3.14572 1.36341 5.43740 -0.1560
C 3.09782 0.88566 4.16086 -0.5814
Cl 4.39889 -0.09671 3.56862 0.6706
C 1.99988 1.15022 3.24729 -0.4220
O 1.98279 0.67854 2.09155 -0.2017
C 0.97329 1.98732 3.80650 -0.1295
C -0.16691 2.40211 3.02213 -0.2165
O -0.40157 2.15389 1.85359 -0.0629
C 1.03815 2.46629 5.12477 -0.0965
H 3.99002 1.12513 6.07059 0.0938
H -0.88475 3.04173 3.58072 0.1203
H 0.22946 3.08656 5.49562 0.1030
O -2.26398 -2.32755 2.28732 0.0002
C -2.05615 -2.15035 1.08647 -0.6549
O -1.95747 -1.05041 0.45898 -0.2340
C -1.92643 -3.40772 0.20768 -0.1295
C -2.24561 -4.63704 0.77680 -0.0323
C -2.21885 -5.80147 0.03023 -0.0965
C -1.86766 -5.74997 -1.31181 -0.0985
C -1.53233 -4.53580 -1.88897 -0.0901
C -1.54361 -3.35711 -1.13939 -0.2955
P -1.09968 -1.75732 -1.90938 1.0632
C -2.72684 -1.14259 -2.46922 -0.3292
C -3.91758 -1.82035 -2.21257 -0.0683
C -5.13628 -1.27760 -2.59368 -0.0953
C -5.18585 -0.04711 -3.23511 -0.1077
C -4.00737 0.64151 -3.48184 -0.0807
C -2.79003 0.10200 -3.09202 -0.1115
C -0.28454 -2.23141 -3.49181 -0.3582
C 0.90515 -2.96072 -3.39126 -0.1349
C 1.71540 -3.16662 -4.49631 -0.0888
C 1.34912 -2.64958 -5.73290 -0.1097
C 0.16851 -1.93423 -5.85046 -0.1064
C -0.63937 -1.72355 -4.73977 -0.0869
H -2.51751 -4.63198 1.82459 0.1086
H -2.47619 -6.74863 0.49118 0.0904
H -1.85046 -6.65237 -1.91210 0.0918
H -1.25045 -4.49892 -2.93252 0.0968
H -3.89323 -2.77438 -1.69991 0.1022
H -6.05114 -1.81741 -2.37798 0.0924
H -6.13934 0.37942 -3.52388 0.0890
H -4.02444 1.61574 -3.95560 0.1011
H -1.88294 0.66837 -3.25478 0.0788
H 1.22912 -3.33925 -2.43076 0.0651
H 2.65427 -3.69136 -4.37357 0.0858
H 1.99348 -2.78712 -6.59355 0.0909
H -0.12250 -1.50930 -6.80415 0.0945
H -1.54668 -1.14954 -4.85954 0.0896
C 5.14739 0.57216 -2.51735 -0.1500
O 4.08582 0.06451 -1.72215 -0.2846
C 3.91551 -1.27179 -1.60594 -1.3538
S 4.94052 -2.34630 -2.37660 0.4979
S 2.59847 -1.69510 -0.62446 0.4818
H 5.02294 1.65322 -2.49572 0.0874
H 5.08302 0.19596 -3.53850 0.0571
H 6.11263 0.27904 -2.10345 0.0683
C 1.30696 1.62210 -5.67714 -0.1393
C 0.20832 2.41649 -5.38466 -0.1229
C -0.29004 2.51832 -4.09306 -0.0664
C 0.30717 1.81700 -3.02216 -0.3315
C 1.42194 1.01526 -3.34274 -0.0419
C 1.90088 0.91684 -4.63227 -0.1014
N -0.19226 1.77271 -1.74423 -0.1267
C -1.15109 2.69613 -1.31856 -0.3414
C -2.25069 2.25458 -0.57254 -0.0657
C -3.16993 3.15438 -0.05405 -0.0934
C -3.03651 4.51610 -0.28023 -0.1300
C -1.95183 4.96882 -1.02424 -0.1155
C -1.02122 4.07870 -1.53012 -0.0517
H 1.68331 1.54203 -6.68971 0.0810
H -0.29124 2.96510 -6.17747 0.0871
H -1.16345 3.13108 -3.90952 0.0960
H 1.90398 0.44219 -2.55966 0.0536
H 2.74514 0.26327 -4.82379 0.0997
H -2.39063 1.19467 -0.38678 0.0823
H -3.99791 2.77414 0.53288 0.1004
H -3.75780 5.21706 0.12319 0.0812
H -1.81989 6.03134 -1.20003 0.0871
H -0.16501 4.44252 -2.08526 0.1091
```

Properties
net charge = -2
energy relative to the best compared isomer or geometry (same formula, charge and spin) = 0.0 kJ/mol
spin multiplicity = 1
E_HOMO = -2.3 eV
HOMO-LUMO gap = 6.32 eV
DFT total energy = -114950.5882 eV



Entry from OMol25: a molecular structure, C40H31BrF4IrN2O6PS (wB97M-V/def2-TZVPD).

```
87
Properties=species:S:1:pos:R:3:lowdin_charge:R:1
Ir -0.09995 -0.75393 -1.31578 1.1755
F 0.94443 -7.47601 1.93837 0.1620
C 0.74809 -6.18703 1.72063 -0.1249
C 0.69606 -5.30347 2.78257 -0.1269
F 0.84306 -5.74386 4.02321 0.1543
C 0.48847 -3.95970 2.53361 -0.2125
F 0.44515 -3.14389 3.58680 0.1228
C 0.33572 -3.45480 1.24618 -0.2961
P -0.00192 -1.66724 1.03755 1.0303
C 1.37823 -0.85420 1.89011 -0.3443
C 2.59508 -1.52149 2.02960 -0.0976
C 3.68744 -0.87901 2.58947 -0.0726
C 3.58391 0.44148 3.00397 -0.0716
C 2.38211 1.11711 2.85436 -0.0500
C 1.28415 0.47564 2.30022 -0.0910
C -1.52028 -1.48139 2.00999 -0.3425
C -1.56793 -0.87051 3.25815 -0.0726
C -2.77183 -0.79239 3.94309 -0.0580
C -3.92579 -1.33259 3.39455 -0.0649
C -3.87553 -1.96346 2.15911 -0.0636
C -2.67784 -2.03562 1.46617 -0.0868
C 0.38606 -4.36830 0.19220 -0.5534
Br 0.17458 -3.84412 -1.60012 0.8973
C 0.59094 -5.71560 0.42843 -0.2570
F 0.63701 -6.58738 -0.57317 0.0980
H 2.70230 -2.54480 1.69286 0.1089
H 4.62151 -1.41407 2.70318 0.1127
H 4.43732 0.94129 3.44360 0.1121
H 2.29086 2.14827 3.17044 0.1136
H 0.35556 1.01734 2.19125 0.0894
H -0.66983 -0.47905 3.71471 0.1041
H -2.80270 -0.31928 4.91567 0.1116
H -4.86125 -1.27352 3.93506 0.1101
H -4.76999 -2.40349 1.73695 0.1078
H -2.64091 -2.52625 0.50181 0.0874
C -4.27653 -2.55603 -2.38977 0.0099
C -3.29191 -1.43315 -2.24018 -0.3682
O -2.27175 -1.64597 -1.59484 -0.1201
C -3.59395 -0.12549 -2.86403 -0.0705
C -4.81315 0.08643 -3.45326 0.0087
C -5.13556 1.30181 -4.07472 0.0042
C -4.21230 2.35509 -4.11685 -0.0355
C -2.98742 2.19407 -3.54044 0.0649
C -2.61686 0.95307 -2.89300 -0.2975
O -1.47268 0.88534 -2.40321 -0.0475
H -3.85612 -3.44985 -1.93834 0.0944
H -4.48082 -2.74392 -3.44423 0.1005
H -5.21762 -2.30664 -1.89468 0.1004
H -5.55766 -0.69654 -3.45758 0.1199
H -6.10989 1.41667 -4.52963 0.1213
H -4.47219 3.28479 -4.60424 0.1206
H -2.23483 2.97109 -3.54436 0.1342
O -0.91780 0.85837 0.17796 -0.1249
C -0.02272 1.67020 -0.21063 -0.6237
O 0.85140 1.26203 -1.03459 -0.1063
C -0.00244 3.05465 0.29367 -0.1444
C 0.92984 3.95388 -0.20254 -0.0016
C 0.98583 5.26824 0.26260 0.0351
C 0.07820 5.61691 1.23217 -0.2074
O -0.07629 6.82089 1.83485 0.0515
C -1.12101 6.66255 2.80146 -0.1043
O -1.63657 5.33750 2.66183 0.0431
C -0.85801 4.71892 1.72869 -0.1982
C -0.93212 3.43047 1.28095 0.0809
H 1.61755 3.62018 -0.96742 0.1104
H 1.70265 5.98142 -0.11871 0.1263
H -1.91089 7.38398 2.59993 0.1408
H -0.70740 6.79166 3.80206 0.1405
H -1.66767 2.72916 1.65152 0.1362
C 3.98184 1.43355 -2.39936 -0.0221
C 4.46488 0.12509 -1.75281 -0.5691
C 5.28175 -0.70901 -2.74868 -0.0257
C 5.26975 0.41352 -0.47903 -0.0280
C 3.26858 -0.63861 -1.37864 -0.1284
N 2.32283 -1.22688 -1.09923 0.1049
H 4.85395 2.03010 -2.66915 0.0982
H 3.35896 1.99981 -1.70775 0.0709
H 3.40169 1.23521 -3.30106 0.0943
H 6.16010 -0.13651 -3.04745 0.0966
H 4.69866 -0.93673 -3.64109 0.0936
H 5.61639 -1.64433 -2.30013 0.0942
H 6.15379 0.99287 -0.74656 0.0968
H 5.59521 -0.51037 -0.00004 0.0904
H 4.67821 0.98700 0.23563 0.0832
S 0.59574 -1.13818 -3.60929 0.5329
C -0.90214 -1.47371 -4.29855 -0.8027
N -1.93377 -1.69931 -4.77203 0.1151
```

Properties
net charge = +1
energy relative to the best compared isomer or geometry (same formula, charge and spin) = 0.0 kJ/mol
spin multiplicity = 6
⟨S²⟩ = 8.806
E_HOMO (alpha / beta) = -10.5 / -10.5 eV
HOMO-LUMO gap (alpha / beta) = 7.74 / 5.25 eV
DFT total energy = -161114.5864 eV



Look up the spin multiplicity of the second one.
1



The lowest spin multiplicity belongs to which entry?
C40H30Cl2NO5PPbS2



Among the records above, which one has the highest spin multiplicity?
C40H31BrF4IrN2O6PS



Look up the net charge of the third one.
+1